1.
ORCA calculation (ωB97M-V with the def2-TZVPD basis set) on a 2-piece molecular cluster, C17H14N3O9P overall in a non-equilibrium geometry.

Properties
ΔE to the lowest compared entry with this formula, charge and spin: 14.423 eV
net charge: -2
F_max: 0.167 Eh/bohr
total energy: -1838.560946 Eh
frontier orbital gap: 2.00 eV

Each line ends with the natural charge from an NBO analysis.
CARTESIAN COORDINATES (ANGSTROEM)
C (1.23, -0.12, -2.29)  -0.441
C (-3.81, 2.03, -0.62)  -0.429
O (1.63, -4.98, 1.82)  -0.693
H (2.33, 3.81, -0.06)  0.245
O (-6.40, 3.50, -0.95)  -0.974
H (0.39, -0.94, -2.20)  0.238
H (1.85, -0.24, -3.30)  0.215
O (2.55, 2.89, -2.60)  -0.570
O (6.75, -2.81, 1.21)  -0.724
C (-0.65, 1.48, -1.72)  0.226
C (-3.18, 2.86, -1.91)  -0.219
C (-1.63, 2.60, -2.47)  -0.229
C (-3.04, -0.09, 1.36)  0.638
C (3.04, -3.13, 1.46)  -0.467
H (2.21, -2.43, 1.34)  0.202
H (-5.82, 4.33, -1.09)  0.512
H (-5.77, 0.14, -0.39)  0.513
O (0.67, -0.70, 0.83)  -0.504
C (-1.31, 0.71, -0.43)  -0.148
H (0.85, 2.60, 0.38)  0.238
C (2.77, -4.42, 1.71)  0.344
P (-5.57, 2.33, 0.06)  2.089
C (4.02, -5.28, 1.87)  0.453
C (-0.60, -0.40, 0.54)  0.621
H (-4.33, 3.04, 1.77)  0.390
O (4.00, -6.48, 2.17)  -0.646
N (-5.38, 2.96, 1.57)  -1.285
C (1.75, 2.28, -1.69)  0.715
H (2.72, 1.96, 0.34)  0.297
C (4.37, -2.47, 1.34)  0.459
H (2.05, -0.23, -1.43)  0.252
H (-1.22, 3.21, -3.38)  0.248
H (-3.85, 3.66, -2.45)  0.223
O (-3.99, -0.12, 2.30)  -0.566
O (-6.41, 0.79, 0.06)  -0.931
C (-2.83, 0.94, 0.10)  -0.123
C (1.92, 2.71, -0.12)  -0.736
H (-1.68, -1.64, 2.02)  0.430
N (0.74, 1.30, -2.25)  -0.566
N (-1.86, -1.07, 1.14)  -0.680
H (6.17, -5.35, 1.72)  0.185
C (5.61, -3.35, 1.39)  0.333
O (4.39, -1.25, 1.19)  -0.635
C (5.34, -4.64, 1.65)  -0.499


2.
ORCA calculation (ωB97M-V with the def2-TZVPD basis set) on C17H15AgF6IN2O2PSbSe2Te2 as an isolated structure.

Properties
ΔE to the lowest compared entry with this formula, charge and spin: 3.027 eV
net charge: -2
F_max: 0.008 Eh/bohr
total energy: -7881.423927 Eh
multiplicity: 2
frontier orbital gap (alpha / beta): 5.51 / 5.16 eV

Each line ends with the natural charge from an NBO analysis.
CARTESIAN COORDINATES (ANGSTROEM)
H (0.62, 1.22, 4.69)  0.193
C (-3.34, 1.56, -3.14)  -0.239
C (2.25, -0.53, 2.95)  -0.124
F (0.26, -4.26, -0.21)  -0.695
N (1.75, -0.72, 0.84)  -0.327
H (-4.57, -0.18, -0.51)  0.210
Se (1.43, -2.05, -4.97)  -0.521
H (-2.25, 0.03, 0.22)  0.221
H (-0.10, 3.19, 3.47)  0.201
Se (5.03, -0.62, -1.85)  -0.723
H (-0.33, -0.92, 1.17)  0.246
C (0.07, 2.26, 2.95)  -0.219
H (-0.25, 3.68, -1.07)  0.225
Te (4.42, -3.01, -2.42)  -0.021
C (-3.87, 0.36, -1.13)  -0.191
C (0.11, 1.14, 0.77)  -0.270
C (1.87, 3.36, -0.60)  0.790
C (-0.09, 2.23, 1.50)  -0.219
F (-2.18, -5.41, -0.26)  -0.690
C (0.45, -0.19, 1.41)  -0.074
C (0.55, 3.00, -1.35)  -0.849
C (-2.55, 0.48, -0.72)  -0.191
O (2.63, 2.39, -0.32)  -0.830
H (0.75, 3.12, -2.42)  0.243
C (0.46, 1.17, 3.62)  -0.163
H (2.82, -0.20, 3.81)  0.217
H (-3.64, 1.98, -4.09)  0.198
H (2.65, 0.96, 1.50)  0.397
F (-3.27, -3.05, -0.91)  -0.688
F (-1.73, -3.26, 1.27)  -0.694
Sb (-1.51, -3.67, -0.57)  3.178
H (-5.30, 0.82, -2.66)  0.198
H (0.16, -0.91, 3.47)  0.227
H (-1.30, 2.14, -3.38)  0.200
Te (1.80, -2.34, -2.62)  0.411
C (-2.02, 1.66, -2.73)  -0.146
H (1.60, -2.91, 0.72)  0.262
F (-0.80, -1.93, -0.83)  -0.702
C (-1.61, 1.13, -1.51)  -0.334
P (0.17, 1.23, -1.07)  0.838
O (2.03, 4.56, -0.34)  -0.725
C (0.73, -0.13, 2.95)  -0.303
C (1.88, -2.08, 1.34)  -0.058
F (-1.23, -4.04, -2.40)  -0.681
H (-0.33, 3.18, 1.02)  0.217
C (2.24, -2.01, 2.61)  -0.186
I (2.49, -3.53, 3.97)  0.144
Ag (2.59, 0.25, -1.48)  0.731
C (-4.27, 0.91, -2.34)  -0.230
N (2.75, -0.05, 1.66)  -0.454


3.
ORCA calculation (ωB97M-V with the def2-TZVPD basis set) on C17H15AsN3NaS4 as an isolated structure in a non-equilibrium geometry.

Properties
net charge: -2
F_max: 0.022 Eh/bohr
total energy: -4812.072477 Eh
frontier orbital gap: 3.13 eV

Each line ends with the natural charge from an NBO analysis.
CARTESIAN COORDINATES (ANGSTROEM)
C (3.59, -0.98, -1.04)  -0.719
N (-0.50, 1.35, 0.20)  -0.412
C (-4.69, -0.74, 1.27)  -0.181
N (2.04, 0.81, -0.53)  -0.435
H (3.39, -1.51, -0.10)  0.299
C (-4.08, -1.96, 1.04)  -0.250
H (5.26, 1.14, -1.40)  0.213
H (-4.43, 1.38, 1.29)  0.193
S (3.55, -4.59, -1.19)  -0.908
H (4.62, -1.16, -1.33)  0.209
C (-1.45, 3.91, 0.58)  -0.181
Na (0.44, -1.13, -0.17)  0.826
H (2.38, 4.16, -0.47)  0.193
H (2.92, -1.43, -1.78)  0.299
H (0.52, 4.55, 0.06)  0.206
C (3.28, 0.47, -0.89)  0.286
C (4.26, 1.45, -1.11)  -0.250
C (2.64, 3.12, -0.59)  -0.272
S (0.39, -5.91, -0.38)  -0.904
C (-2.62, 0.33, 0.74)  0.133
H (-3.31, 2.99, 1.05)  0.205
H (-5.74, -0.69, 1.56)  0.198
C (-2.73, -1.98, 0.67)  0.285
H (-2.66, -4.13, 0.55)  0.207
C (-2.29, 2.83, 0.76)  -0.262
H (-4.63, -2.89, 1.15)  0.213
H (-1.15, -3.36, 1.07)  0.298
C (-2.02, -3.27, 0.41)  -0.714
H (-1.82, 4.92, 0.73)  0.202
S (1.58, -3.04, 1.27)  -0.975
H (4.67, 3.55, -1.13)  0.198
C (0.31, 2.39, 0.02)  0.185
C (-1.77, 1.54, 0.56)  0.275
C (3.93, 2.78, -0.96)  -0.180
C (-0.14, 3.70, 0.21)  -0.243
S (0.63, -2.88, -2.15)  -0.975
As (1.54, -4.12, -0.61)  0.976
C (1.71, 2.10, -0.38)  0.166
N (-2.04, -0.85, 0.52)  -0.431
H (-1.62, -3.28, -0.61)  0.298
C (-3.96, 0.42, 1.12)  -0.270


4.
ORCA calculation (ωB97M-V with the def2-TZVPD basis set) on C17H15BaN3SbSe4 as an isolated structure in a non-equilibrium geometry.

Properties
ΔE to the lowest compared entry with this formula, charge and spin: 0.000 eV
net charge: -1
F_max: 0.037 Eh/bohr
total energy: -10692.767775 Eh
frontier orbital gap: 4.48 eV

Each line ends with the Löwdin charge.
CARTESIAN COORDINATES (ANGSTROEM)
C (1.11, 2.00, 3.45)  -0.023
Ba (0.18, 0.78, -1.14)  1.234
C (0.44, -4.04, -0.85)  -0.023
C (0.08, -4.54, -2.09)  -0.050
C (0.47, -2.66, -0.69)  -0.201
H (0.54, 3.93, -0.91)  0.038
C (0.97, 3.38, 3.56)  -0.051
Se (-4.38, 0.46, -3.64)  -0.293
C (-0.21, -2.31, -2.91)  -0.296
C (0.92, 1.41, 2.21)  -0.201
H (0.10, 5.29, 0.13)  0.083
H (0.04, -5.61, -2.25)  0.108
C (0.00, 4.22, -0.01)  -0.051
N (0.18, -1.85, -1.71)  -0.021
N (0.63, 2.16, 1.14)  -0.016
H (0.04, -0.46, -4.05)  0.039
C (-0.63, -1.31, -3.95)  -0.049
C (0.63, 4.12, 2.45)  -0.013
H (-1.06, 4.00, -0.22)  0.027
H (0.48, 5.19, 2.51)  0.114
H (1.36, 1.42, 4.33)  0.093
C (1.22, -2.30, 3.03)  -0.042
Se (-2.56, 0.32, -0.13)  -0.333
C (1.21, -0.93, 3.19)  -0.011
N (0.82, -0.71, 0.87)  -0.051
C (0.99, -2.87, 1.80)  -0.011
H (1.12, 3.86, 4.51)  0.108
C (0.78, -2.04, 0.70)  -0.182
C (-0.25, -3.69, -3.12)  -0.012
C (1.00, -0.13, 2.07)  -0.182
H (-0.72, -1.80, -4.92)  0.084
H (0.97, -3.95, 1.70)  0.097
Sb (-3.13, 1.85, -2.10)  -0.451
C (0.44, 3.49, 1.22)  -0.295
H (1.35, -0.50, 4.16)  0.098
Se (-3.92, 3.92, -1.11)  -0.286
H (-1.62, -0.89, -3.70)  0.035
Se (-1.06, 2.47, -3.30)  -0.333
H (0.67, -4.71, -0.04)  0.093
H (1.38, -2.93, 3.90)  0.111
H (-0.57, -4.06, -4.09)  0.114


5.
ORCA calculation (ωB97M-V with the def2-TZVPD basis set) on C17H15BrCl3N2O7Y as an isolated structure in a non-equilibrium geometry.

Properties
ΔE to the lowest compared entry with this formula, charge and spin: 0.000 eV
F_max: 0.050 Eh/bohr
total energy: -5286.171451 Eh
frontier orbital gap: 8.46 eV

Each line ends with the natural charge from an NBO analysis.
CARTESIAN COORDINATES (ANGSTROEM)
C (2.00, 1.16, 2.19)  -0.081
N (0.41, -2.19, -1.39)  -0.510
C (-0.30, -3.08, -0.44)  -0.249
C (-1.97, 3.97, -1.84)  -0.320
H (2.26, -2.57, -2.37)  0.224
H (-2.19, -3.33, 0.51)  0.190
C (1.49, -0.14, 2.17)  0.356
C (2.03, -1.00, 3.13)  -0.082
O (3.62, -1.35, -0.11)  -0.589
C (3.41, 0.73, 4.04)  -0.031
Y (0.19, 0.14, -0.65)  1.881
H (-2.59, 1.55, 1.03)  0.220
C (-2.44, 2.26, 0.23)  0.099
Cl (1.42, 2.25, 0.93)  0.076
C (2.93, 1.62, 3.09)  -0.241
H (0.26, -3.08, 0.49)  0.233
N (-1.32, 2.11, -0.49)  -0.564
O (-3.97, 5.10, -1.44)  -0.635
H (-0.64, -3.22, -2.95)  0.210
Cl (4.59, 1.26, 5.21)  -0.001
C (-3.37, 3.24, -0.03)  -0.325
O (-2.29, -1.42, -3.60)  -0.620
O (0.56, -0.51, 1.31)  -0.923
H (3.36, -1.28, 4.78)  0.243
H (2.14, -3.29, -0.77)  0.224
O (2.12, -0.06, -1.22)  -0.890
C (2.97, -0.58, 4.06)  -0.233
C (1.88, -2.42, -1.36)  -0.326
C (-0.22, -2.24, -2.74)  -0.339
H (-0.33, -4.10, -0.83)  0.197
H (-2.32, -2.60, -1.08)  0.210
C (2.65, -1.21, -0.81)  0.776
C (-1.32, -1.18, -2.92)  0.788
Cl (1.48, -2.66, 3.16)  0.002
O (-1.05, -0.07, -2.29)  -0.889
H (-4.26, 3.32, 0.58)  0.229
H (-1.29, -1.31, 1.23)  0.511
O (-1.75, -1.29, 0.37)  -0.737
H (3.30, 2.64, 3.06)  0.243
H (-1.77, 4.63, -2.67)  0.255
C (-1.72, -2.62, -0.18)  -0.083
C (-3.13, 4.10, -1.09)  0.374
Br (0.49, 2.70, -2.45)  0.204
H (0.53, -2.01, -3.49)  0.233
H (-4.75, 5.08, -0.86)  0.489
C (-1.12, 2.95, -1.49)  0.200


6.
ORCA calculation (ωB97M-V with the def2-TZVPD basis set) on C17H15BrMnN2O4 as an isolated structure.

Properties
ΔE to the lowest compared entry with this formula, charge and spin: 0.000 eV
F_max: 0.011 Eh/bohr
total energy: -4792.349401 Eh
multiplicity: 2
frontier orbital gap (alpha / beta): 8.06 / 7.63 eV

Each line ends with the natural charge from an NBO analysis.
CARTESIAN COORDINATES (ANGSTROEM)
C (-2.98, 0.99, -5.43)  -0.227
H (-2.61, -1.74, -3.45)  0.242
C (-1.28, 1.35, -3.75)  -0.228
N (0.15, -0.21, 1.23)  -0.390
C (-1.28, 2.54, 5.59)  -0.173
H (-1.57, 3.09, 6.47)  0.224
H (4.28, -3.40, 0.86)  0.239
O (0.23, 0.28, -1.61)  -0.726
H (2.89, -0.04, 0.46)  0.381
H (2.77, -0.05, -1.16)  0.398
C (-2.02, 1.80, -4.83)  -0.074
O (-0.92, -1.57, -1.62)  -0.689
C (2.22, -3.66, 0.42)  0.782
C (-0.59, 0.47, 4.57)  -0.154
C (3.71, -1.73, -0.37)  -0.213
C (3.42, -2.75, 0.71)  -0.532
H (-1.46, 4.23, 4.28)  0.227
H (-3.93, -0.92, -5.39)  0.221
C (-0.15, 0.39, 2.17)  0.415
C (-0.71, -0.43, -2.11)  0.733
C (-0.84, 2.48, 3.23)  -0.155
C (-1.22, 3.18, 4.36)  -0.206
H (-0.79, 2.96, 2.26)  0.232
O (2.39, -4.86, 0.47)  -0.637
C (-0.97, 1.19, 5.69)  -0.205
H (-0.53, 1.98, -3.29)  0.246
H (-0.35, -0.58, 4.63)  0.235
C (-0.53, 1.12, 3.33)  -0.188
O (1.09, -3.08, 0.16)  -0.794
C (-3.19, -0.29, -4.93)  -0.205
H (3.67, -2.19, -1.36)  0.205
H (4.72, -1.32, -0.24)  0.186
H (-1.02, 0.69, 6.65)  0.227
C (-2.46, -0.75, -3.85)  -0.178
Mn (0.71, -1.27, -0.40)  1.200
H (-3.55, 1.36, -6.27)  0.229
H (3.23, -2.22, 1.66)  0.205
Br (-1.73, 3.55, -5.50)  0.050
N (2.71, -0.64, -0.34)  -0.819
C (-1.50, 0.07, -3.27)  -0.085